Record 1
Density functional theory data (ωB97M-V with the def2-TZVPD basis set) for a structure of composition C24H34MoNO5P2 at a distorted geometry.

Structure (ORCA input):
```
! RIJCOSX wB97M-V def2-TZVPD def2/J DEFGRID3
* xyz 1 3
C -0.45 3.71 -2.47
C -0.61 2.34 -2.02
N 0.34 1.83 -1.13
C 1.25 2.67 -0.57
C 1.20 4.04 -0.76
C 0.38 4.54 -1.77
C -1.67 1.49 -2.43
P -1.83 -0.11 -1.64
Mo 0.40 -0.30 -0.62
P 2.56 0.34 0.27
C 2.13 2.07 0.50
C 0.53 -2.54 -0.61
C -0.55 -3.06 0.11
C -0.61 -4.43 0.37
C 0.42 -5.27 -0.08
C 1.50 -4.75 -0.80
C 1.55 -3.37 -1.12
O -0.55 1.19 -6.42
O 0.71 -3.06 -5.57
H -1.11 4.06 -3.29
H 1.81 4.66 -0.12
H 0.37 5.61 -1.95
C -3.20 0.16 -0.48
C -2.43 -1.39 -2.79
H 3.07 2.61 0.68
H 1.55 2.09 1.43
H -0.87 1.24 -5.52
H -2.46 1.95 -3.06
C 2.83 -0.50 1.84
C 4.15 0.30 -0.63
H -1.31 -2.38 0.50
H -1.45 -4.81 0.94
H 0.38 -6.34 0.15
H 2.30 -5.41 -1.15
H 2.35 -2.95 -1.74
H 1.46 -0.79 -1.76
H 0.35 -3.09 -4.67
H 0.74 -2.10 -5.66
H 0.41 0.98 -6.35
H 1.98 -0.14 -1.51
H -4.07 0.46 -1.08
H -3.46 -0.70 0.15
H -2.89 0.97 0.18
H -3.30 -1.06 -3.36
H -1.64 -1.69 -3.49
H -2.73 -2.31 -2.27
H 4.88 0.83 0.01
H 4.47 -0.75 -0.82
H 4.02 0.82 -1.60
H 3.68 -0.01 2.35
H 1.91 -0.45 2.45
H 3.07 -1.56 1.67
O -1.93 2.72 3.05
C -1.76 1.88 4.08
C -2.10 2.29 5.37
C -1.91 1.44 6.45
C -1.38 0.15 6.27
C -1.05 -0.28 4.99
C -1.23 0.57 3.90
C -0.82 0.13 2.54
O -0.36 -1.02 2.36
O -0.95 1.03 1.61
H -1.54 2.16 2.24
H -2.51 3.29 5.48
H -2.17 1.78 7.45
H -1.24 -0.50 7.14
H -0.64 -1.28 4.80
*
```

Computed properties:
**Energy above the lowest of the compared OMol25 structures with the same formula, charge and spin**: 1.1942 eV
**Frontier orbital gap (spin up / spin down)**: 4.03 / 4.29 eV

Mulliken atomic charge list, values in e, 8 entries: -1.1928, 0.9071, 0.5471, 0.5859, -0.9345, -0.3904, -1.3263, 1.3680

---

Record 2
Density functional theory data (ωB97M-V with the def2-TZVPD basis set) for a cluster of 2 separate species, C16H34Cl2N2O2 in total at a distorted geometry.

Structure (ORCA input):
```
! RIJCOSX wB97M-V def2-TZVPD def2/J DEFGRID3
* xyz 1 2
C 5.23 -2.39 -0.16
C 4.36 -1.14 -0.59
C 3.69 -1.56 -1.93
C 3.27 -0.99 0.51
C 2.48 0.36 0.49
Cl 1.77 0.53 2.19
C 1.37 0.41 -0.58
C 0.39 1.61 -0.44
C -1.09 1.29 -0.80
Cl -1.71 -0.25 -0.09
C 3.51 1.53 0.34
C 4.63 1.33 -0.72
C 5.75 2.38 -0.36
C 4.18 1.74 -2.18
N 5.29 0.00 -0.69
O 6.19 -0.05 0.24
H 5.41 -2.37 0.93
H 4.57 -3.26 -0.33
H 6.15 -2.46 -0.74
H 4.40 -2.16 -2.52
H 3.25 -0.74 -2.52
H 2.85 -2.25 -1.69
H 2.55 -1.83 0.53
H 3.79 -1.03 1.48
H 0.88 -0.58 -0.60
H 1.86 0.52 -1.56
H 0.72 2.38 -1.16
H 0.40 2.10 0.55
H -1.25 1.37 -1.89
H -1.70 2.10 -0.36
H 3.94 1.81 1.32
H 2.93 2.42 0.02
H 5.31 3.36 -0.62
H 5.91 2.42 0.73
H 6.66 2.17 -0.92
H 4.41 0.94 -2.91
H 4.77 2.61 -2.51
H 3.13 2.06 -2.22
C -7.29 0.56 0.53
C -6.01 -0.27 0.53
C -6.25 -1.78 0.60
O -6.63 -2.15 1.91
C -8.04 -2.27 2.13
N -5.22 0.09 1.76
H -7.80 0.54 1.49
H -7.07 1.60 0.29
H -7.98 0.19 -0.23
H -5.40 -0.01 -0.33
H -5.30 -2.29 0.40
H -6.96 -2.11 -0.16
H -8.58 -2.51 1.21
H -8.43 -1.34 2.55
H -8.20 -3.07 2.85
H -5.19 1.09 1.94
H -4.26 -0.27 1.71
H -5.66 -0.39 2.56
*
```

Computed properties:
**Frontier orbital gap (spin up / spin down)**: 7.18 / 8.07 eV

Mulliken atomic charge list, values in e, 8 entries: -1.5931, 1.2946, -1.5926, -2.0628, 1.6270, -0.1829, -0.6583, -0.9164

---

Record 3
Density functional theory data (ωB97M-V with the def2-TZVPD basis set) for an isolated molecule of C17H19F3N2O5S at a distorted geometry.

Structure (ORCA input):
```
! RIJCOSX wB97M-V def2-TZVPD def2/J DEFGRID3
* xyz 0 1
C 8.63 0.69 0.08
C 7.30 0.08 -0.33
O 6.32 0.56 0.57
C 5.04 0.16 0.44
C 4.57 -0.71 -0.55
C 3.23 -1.06 -0.58
C 2.36 -0.55 0.36
S 0.65 -1.01 0.27
O -0.04 -0.49 1.43
O 0.52 -2.41 0.00
N 0.16 -0.22 -1.11
C -0.77 -0.88 -1.99
C -2.20 -1.14 -1.51
O -3.06 -1.47 -2.29
N -2.42 -1.04 -0.18
C -3.65 -1.53 0.38
C -4.51 -0.42 0.98
F -4.95 0.45 0.08
F -3.86 0.28 1.92
F -5.60 -0.94 1.58
C 0.15 1.24 -1.06
C -1.15 1.84 -0.66
C -1.65 2.21 0.55
C -2.94 2.74 0.31
C -3.13 2.65 -1.04
O -2.06 2.11 -1.63
C 2.81 0.32 1.34
C 4.14 0.67 1.38
H 9.42 0.35 -0.59
H 8.88 0.41 1.09
H 8.57 1.78 0.03
H 7.36 -1.01 -0.28
H 7.05 0.37 -1.36
H 5.24 -1.13 -1.29
H 2.85 -1.74 -1.33
H -0.36 -1.88 -2.19
H -0.82 -0.34 -2.94
H -1.68 -0.77 0.47
H -4.22 -1.99 -0.43
H -3.45 -2.26 1.18
H 0.92 1.52 -0.35
H 0.42 1.61 -2.06
H -1.17 2.10 1.50
H -3.62 3.13 1.03
H -3.96 2.92 -1.66
H 2.11 0.69 2.07
H 4.52 1.33 2.14
*
```

Computed properties:
**Energy above the lowest of the compared OMol25 structures with the same formula, charge and spin**: 0.0094 eV
**SMILES string**: CCOc1ccc(S(=O)(=O)N(CC(=O)NCC(F)(F)F)Cc2ccco2)cc1
**Frontier orbital gap**: 9.07 eV

Mulliken atomic charge list, values in e, 8 entries: -1.4253, -0.2699, -0.3720, 0.8185, -0.3556, -0.9252, -0.5748, 1.5345